# 1
{
  "formula": "C17H28N3O3S",
  "method": "ωB97M-V with the def2-TZVPD basis set",
  "homo_lumo_gap_ev": 7.677,
  "relative_energy_ev": 0.614,
  "e_homo_ha": -0.418,
  "smiles": "C[NH+](C)S(=O)(=O)c1cccc(NC(=O)CNCC2CCCCC2)c1",
  "total_charge": 1,
  "total_energy_ha": -1452.525689,
  "elements": ["C", "N", "C", "H", "H", "H", "H", "S", "O", "O", "C", "C", "C", "C", "C", "C", "H", "H", "H", "N", "C", "O", "C", "N", "H", "C", "H", "C", "C", "C", "C", "C", "C", "H", "H", "H", "H", "H", "H", "H", "H", "H", "H", "H", "H", "H", "H", "H", "H", "H", "H", "H"],
  "positions_angstrom": [[3.46921, -0.73580, 0.78539], [3.43186, -1.63463, -0.36463], [2.23544, -2.47346, -0.44339], [2.26158, -3.04188, -1.37142], [1.33501, -1.86001, -0.43210], [2.19618, -3.16695, 0.39660], [4.26267, -2.23304, -0.35473], [3.76153, -0.64645, -1.98957], [3.56925, -1.65705, -2.96210], [5.04539, -0.11664, -1.70408], [2.47253, 0.56724, -1.93654], [1.20455, 0.14049, -2.26902], [0.14690, 1.04570, -2.15836], [0.42812, 2.37558, -1.82866], [1.72190, 2.78093, -1.55335], [2.76609, 1.86509, -1.56625], [3.77713, 2.14573, -1.32387], [1.91853, 3.81136, -1.30402], [-0.37778, 3.09292, -1.78306], [-1.16001, 0.60525, -2.30874], [-1.58456, -0.62616, -1.84630], [-0.80389, -1.45892, -1.43836], [-3.09179, -0.83673, -1.84320], [-3.58216, -1.40254, -0.60818], [-3.03838, -2.22074, -0.35746], [-3.70947, -0.48771, 0.50772], [-4.39727, 0.30542, 0.19670], [-2.41542, 0.15599, 1.04023], [-1.45185, -0.87999, 1.61943], [-0.16797, -0.20170, 2.08990], [-0.47624, 0.85700, 3.14444], [-1.45875, 1.88589, 2.59382], [-2.73496, 1.20434, 2.10701], [-3.42052, 1.95109, 1.70151], [-3.23229, 0.71943, 2.94852], [-0.99266, 2.42437, 1.76316], [-1.70247, 2.61484, 3.36744], [-0.91297, 0.37314, 4.01935], [0.44462, 1.35170, 3.46048], [0.31853, 0.27588, 1.23020], [0.51633, -0.94766, 2.50109], [-1.20946, -1.63426, 0.86770], [-1.92796, -1.38386, 2.46222], [-1.91166, 0.66693, 0.20899], [-4.19035, -1.04425, 1.31517], [-3.31725, -1.54714, -2.64783], [-3.62877, 0.09313, -2.04252], [-1.86288, 1.30689, -2.49710], [1.04215, -0.86416, -2.61589], [4.35632, -0.10780, 0.71836], [3.49969, -1.29745, 1.71945], [2.57824, -0.10937, 0.78584]],
  "lowdin_charge": [-0.0308, -0.2124, -0.0242, 0.1070, 0.0764, 0.1187, 0.1694, 0.7948, -0.2199, -0.2308, -0.2886, 0.0086, -0.2020, 0.0268, -0.0307, -0.0438, 0.1230, 0.1222, 0.1275, 0.1390, -0.4288, 0.0557, -0.1238, -0.0492, 0.1124, -0.1847, 0.1237, -0.3218, -0.1632, -0.2098, -0.1983, -0.1952, -0.1656, 0.1178, 0.1267, 0.1084, 0.1131, 0.1192, 0.1089, 0.0943, 0.1055, 0.0901, 0.1302, 0.1248, 0.1311, 0.1377, 0.1256, 0.1546, 0.1221, 0.1044, 0.1172, 0.0869]
}


# 2
{
  "formula": "C17H28NO2P2Tc",
  "method": "ωB97M-V with the def2-TZVPD basis set",
  "homo_lumo_gap_ev": [5.114, 4.753],
  "e_homo_ha": [-0.654, -0.654],
  "total_charge": 3,
  "spin_multiplicity": 4,
  "s2": 3.8193,
  "total_energy_ha": -1632.181942,
  "elements": ["Tc", "P", "C", "C", "N", "C", "C", "C", "C", "C", "P", "H", "H", "H", "H", "H", "H", "H", "H", "O", "H", "H", "O", "H", "C", "H", "H", "H", "C", "H", "H", "H", "C", "H", "H", "H", "C", "H", "H", "H", "C", "C", "C", "C", "C", "C", "H", "H", "H", "H", "H"],
  "positions_angstrom": [[0.02700, 0.53383, -0.12116], [-2.17549, 0.41047, -0.52150], [-2.23019, 1.30613, -2.16050], [-0.88185, 1.53176, -2.81243], [0.20306, 1.30929, -2.05578], [1.45230, 1.59080, -2.48115], [1.62560, 2.29358, -3.65920], [0.52170, 2.55689, -4.45074], [-0.73781, 2.12476, -4.06553], [2.58789, 1.13210, -1.59988], [2.09803, -0.24865, -0.46178], [-1.63819, 2.24477, -4.65993], [2.64474, 2.58885, -3.90326], [0.64235, 3.10912, -5.37134], [3.38348, 0.74987, -2.24582], [3.00630, 1.95420, -0.99191], [-2.88915, 0.83143, -2.86729], [-2.61960, 2.31825, -1.95152], [-1.47628, -3.46562, -4.47702], [-1.62752, -3.28822, -5.40770], [-2.52661, -3.63322, -5.57162], [0.36410, -3.94533, 0.52686], [0.32540, -4.74390, 0.01258], [0.41105, -4.41589, -0.88732], [2.61232, -1.74808, -1.37074], [3.64001, -1.62244, -1.74556], [2.56240, -2.62205, -0.70328], [1.94175, -1.91494, -2.22443], [3.26071, -0.25011, 0.94104], [3.10324, -1.18916, 1.49270], [4.29990, -0.19420, 0.58751], [3.04095, 0.59062, 1.61024], [-3.15821, 1.68577, 0.34502], [-4.13299, 1.78845, -0.15344], [-3.25781, 1.38527, 1.39199], [-2.62856, 2.64316, 0.28427], [-3.21167, -1.07816, -0.45123], [-3.36872, -1.26961, 0.62092], [-4.17727, -0.94838, -0.96108], [-2.67925, -1.93901, -0.88123], [-0.19990, 3.71524, 3.41204], [-0.39643, 2.36811, 3.73454], [-0.16367, 1.37506, 2.77956], [0.22386, 1.79508, 1.50282], [0.49891, 3.12514, 1.17537], [0.25022, 4.10030, 2.14525], [-0.37909, 4.47996, 4.16198], [-0.73284, 2.06957, 4.72654], [-0.28814, 0.30930, 2.98112], [0.86958, 3.36539, 0.17413], [0.41458, 5.14635, 1.88421]],
  "lowdin_charge": [1.1522, 0.7932, -0.2099, -0.2720, -0.0564, -0.2941, 0.0466, 0.0516, 0.0545, -0.2242, 0.7670, 0.1521, 0.1544, 0.1493, 0.1198, 0.1227, 0.1167, 0.1170, 0.0059, -0.0647, 0.0590, -0.0007, -0.0200, 0.0232, -0.1946, 0.0893, 0.0644, 0.0634, -0.2059, 0.0752, 0.0869, 0.0525, -0.2124, 0.0918, 0.0658, 0.0599, -0.1951, 0.0754, 0.0910, 0.0601, 0.0138, -0.0087, -0.0757, -0.2926, -0.0905, -0.0099, 0.1419, 0.1413, 0.1212, 0.1085, 0.1396]
}